No. 1
{
  "formula": "C4H9NO3",
  "method": "ωB97M-V with the def2-TZVPD basis set",
  "symbols": ["C", "C", "O", "O", "H", "H", "H", "H", "C", "C", "N", "O", "H", "H", "H", "H", "H"],
  "xyz": [[-3.3173, -0.9695, -0.1504], [-2.1236, -0.0569, -0.0918], [-1.0272, -0.2530, 0.3427], [-2.4309, 1.2764, -0.4159], [-2.9635, -1.8671, 0.2929], [-4.2396, -0.5419, 0.3903], [-3.6673, -1.3068, -1.1818], [-1.5952, 1.6794, -0.4220], [3.2207, 0.8077, -0.2690], [2.3105, -0.3856, -0.0650], [1.2838, -0.1690, 0.8027], [2.3784, -1.4501, -0.6392], [4.3148, 0.6589, -0.4739], [3.1904, 1.5163, 0.5649], [2.7845, 1.3674, -1.0599], [0.7298, -1.0065, 1.0423], [1.1517, 0.7002, 1.3330]],
  "forces_ev_per_angstrom": [[-1.40, 0.08, -0.85], [-1.18, 2.75, 0.11], [-1.17, -1.07, -0.32], [-2.01, -2.62, -0.31], [-0.08, -0.86, 0.75], [1.66, -0.53, -0.76], [0.67, 1.01, 1.08], [1.93, 1.27, 0.09], [1.10, 0.41, 0.58], [-0.30, 0.18, 0.91], [0.95, -0.23, 1.07], [0.66, -0.28, -0.49], [-1.29, -0.51, -0.02], [-0.11, -0.33, 0.21], [-0.16, 0.46, -1.12], [0.51, 1.24, -0.39], [0.19, -0.97, -0.53]],
  "mulliken_charge": [-0.9410, 0.6432, -0.4758, -0.4655, 0.3099, 0.2612, 0.2837, 0.3101, -0.9938, 0.7256, -0.3275, -0.6325, 0.2821, 0.3054, 0.2727, 0.2536, 0.1886],
  "lumo_energy_ha": 0.0189,
  "homo_lumo_gap_ev": 9.9,
  "charge": 0
}



No. 2
{
  "formula": "C4H9NO3",
  "method": "ωB97M-V with the def2-TZVPD basis set",
  "symbols": ["C", "C", "O", "N", "O", "C", "C", "O", "H", "H", "H", "H", "H", "H", "H", "H", "H"],
  "xyz": [[0.5929, 2.0519, 0.3013], [-0.0311, 0.7297, -0.0788], [-1.3631, 0.7242, 0.4105], [-2.2191, -0.2329, -0.2410], [0.2320, 0.1805, -1.3069], [0.7557, -0.5200, -0.0254], [0.2067, -1.9009, 0.1759], [2.0792, -0.3671, 0.2748], [0.1382, 2.8377, -0.2969], [1.6607, 2.0230, 0.1058], [0.4166, 2.2372, 1.3577], [-3.1422, 0.0439, 0.0848], [-2.1546, -0.0317, -1.2427], [-0.8795, -1.8960, 0.1153], [0.5184, -2.2792, 1.1479], [0.5878, -2.5527, -0.6104], [2.6014, -1.0476, -0.1719]],
  "forces_ev_per_angstrom": [[-0.18, -0.30, -0.27], [-0.05, -0.62, 1.73], [-0.06, 0.51, -0.51], [0.11, -0.13, -0.18], [0.64, -0.72, 0.17], [-0.75, 0.76, -0.55], [-0.19, 0.14, -0.16], [0.26, 0.06, -0.58], [-0.06, 0.11, 0.03], [-0.02, -0.01, 0.02], [-0.02, 0.09, 0.03], [0.19, 0.15, -0.12], [-0.15, 0.09, 0.25], [0.18, -0.01, 0.03], [0.06, 0.02, 0.01], [0.14, -0.13, -0.01], [-0.09, 0.00, 0.08]],
  "mulliken_charge": [-1.3561, 1.1749, -0.2702, -0.5570, -0.6053, 0.5031, -1.2829, -0.5040, 0.3148, 0.3606, 0.3400, 0.2451, 0.2243, 0.3885, 0.3162, 0.3542, 0.3538],
  "lumo_energy_ha": 0.0310,
  "homo_lumo_gap_ev": 9.6,
  "charge": 0
}



No. 3
{
  "formula": "C4H9NO3",
  "method": "ωB97M-V with the def2-TZVPD basis set",
  "symbols": ["H", "N", "C", "C", "O", "C", "O", "O", "C", "H", "H", "H", "H", "H", "H", "H", "H"],
  "xyz": [[1.7940, 1.8403, 0.4503], [2.3252, 1.0467, 0.8080], [1.9506, -0.0765, 0.4030], [0.7883, -0.3886, -0.5116], [1.0742, -1.4137, -1.4259], [-0.4626, -0.7467, 0.3630], [-0.4309, -0.1420, 1.6161], [-1.6650, -0.5537, -0.3276], [-2.1099, 0.7764, -0.4931], [2.5094, -0.9377, 0.7593], [0.5606, 0.4883, -1.1307], [1.2791, -2.2261, -0.9473], [-0.4400, -1.8264, 0.5612], [-0.4167, 0.8197, 1.5283], [-2.3372, 1.2517, 0.4688], [-3.0277, 0.6972, -1.0725], [-1.3912, 1.3911, -1.0491]],
  "forces_ev_per_angstrom": [[-0.18, -0.16, -0.23], [0.54, 0.63, 0.42], [-0.27, -0.19, -0.48], [-0.46, 0.31, 0.40], [0.10, -0.25, -0.14], [0.19, -0.21, -0.33], [-0.27, 0.19, 0.21], [-0.01, -0.17, -0.05], [0.05, -0.07, 0.02], [0.09, -0.26, 0.07], [0.07, -0.05, 0.20], [-0.04, 0.04, -0.02], [0.08, 0.18, -0.05], [0.13, -0.10, 0.03], [0.00, -0.03, -0.10], [0.04, 0.14, 0.03], [-0.05, 0.00, 0.03]],
  "mulliken_charge": [0.2531, -0.6500, -0.0932, 0.1386, -0.5388, 0.0427, -0.5053, -0.3398, -0.6784, 0.3420, 0.1598, 0.3583, 0.3507, 0.3246, 0.2820, 0.2656, 0.2882],
  "lumo_energy_ha": 0.0266,
  "homo_lumo_gap_ev": 10.4,
  "charge": 0
}



No. 4
{
  "formula": "C4H9NO3",
  "method": "ωB97M-V with the def2-TZVPD basis set",
  "symbols": ["C", "C", "N", "O", "H", "H", "H", "H", "H", "C", "C", "O", "O", "H", "H", "H", "H"],
  "xyz": [[-2.8622, 1.1956, -1.2087], [-1.8479, 0.5929, -0.6227], [-1.6082, 0.0580, 0.5663], [-0.4157, 0.6833, -1.4449], [-3.7827, 1.3332, -0.6638], [-2.7630, 1.6703, -2.1700], [-0.5882, -0.1180, 0.7997], [-2.1810, -0.7397, 0.8134], [-0.3717, 1.5098, -1.9414], [3.1301, -0.7086, 0.9942], [1.8150, -0.6501, 0.7734], [1.1248, 0.4535, 0.5120], [0.9774, -1.7524, 0.8732], [3.6286, -1.6399, 1.2120], [3.7305, 0.1777, 0.8837], [0.5198, 0.4511, -0.5332], [1.4945, -2.5167, 1.1566]],
  "forces_ev_per_angstrom": [[0.00, 0.17, -0.01], [2.51, 1.49, -2.11], [1.11, -1.55, 1.17], [-2.30, -0.73, 1.32], [-0.03, -0.07, 0.07], [-0.05, -0.29, -0.19], [-1.43, 0.56, -0.17], [-0.03, 0.15, -0.08], [-0.10, 0.04, 0.23], [-0.09, -0.03, -0.22], [0.09, -0.16, 0.14], [-0.89, -0.29, -2.03], [0.18, 0.21, -0.05], [-0.04, -0.08, 0.11], [-0.02, 0.09, 0.02], [1.14, 0.37, 1.89], [-0.03, 0.13, -0.08]],
  "mulliken_charge": [-0.8635, 0.6292, -0.4886, -0.5888, 0.2708, 0.2603, 0.3956, 0.2827, 0.3406, -0.9541, 0.8677, -0.8367, -0.5366, 0.2171, 0.2606, 0.4658, 0.2780],
  "lumo_energy_ha": 0.0218,
  "homo_lumo_gap_ev": 8.8,
  "charge": 0
}



No. 5
{
  "formula": "C4H9NO3",
  "method": "ωB97M-V with the def2-TZVPD basis set",
  "symbols": ["C", "C", "O", "C", "N", "C", "O", "O", "H", "H", "H", "H", "H", "H", "H", "H", "H"],
  "xyz": [[1.9986, 0.5318, 0.7053], [1.2504, 0.2475, -0.5661], [1.6821, 0.4952, -1.6659], [-0.0995, -0.4583, -0.4109], [-0.7786, -0.6326, -1.6850], [-1.0355, 0.3250, 0.5256], [-1.4451, -0.7736, 1.7382], [-2.0037, 0.9741, -0.1133], [1.7708, 1.5554, 1.0080], [1.6886, -0.1246, 1.5163], [3.0697, 0.4575, 0.5210], [0.0967, -1.4104, 0.0968], [-0.1835, -0.2866, -2.4346], [-1.0090, -1.5995, -1.8701], [-0.6479, 0.6793, 1.5311], [-2.2985, -0.5260, 2.1152], [-2.0555, 0.5458, -1.0115]],
  "forces_ev_per_angstrom": [[0.06, 0.18, -0.08], [-0.14, -0.39, -0.07], [-0.01, 0.12, 0.10], [-0.43, -0.02, 0.21], [0.21, -0.06, -0.13], [0.63, -1.01, 3.88], [-0.75, -0.81, -1.74], [-0.22, -0.19, 0.14], [0.04, 0.04, 0.02], [0.02, -0.05, -0.01], [-0.06, 0.00, 0.02], [0.03, 0.11, -0.08], [-0.01, -0.05, 0.08], [0.02, 0.08, 0.04], [0.51, 1.87, -2.54], [-0.04, 0.14, -0.21], [0.13, 0.05, 0.37]],
  "mulliken_charge": [-1.2586, 0.7514, -0.5821, 0.3449, -0.7364, -0.2997, -0.6305, -0.5514, 0.3056, 0.3455, 0.3795, 0.3158, 0.2563, 0.2044, 0.4197, 0.2920, 0.4437],
  "lumo_energy_ha": 0.0277,
  "homo_lumo_gap_ev": 10.3,
  "charge": 0
}



No. 6
{
  "formula": "C4H9NO3",
  "method": "ωB97M-V with the def2-TZVPD basis set",
  "symbols": ["C", "C", "C", "O", "N", "C", "O", "O", "H", "H", "H", "H", "H", "H", "H", "H", "H"],
  "xyz": [[0.2151, 0.7765, 1.5513], [0.1046, -0.2202, 0.3980], [-1.2919, -0.9211, 0.4394], [-2.3368, -0.0395, 0.7740], [0.3403, 0.3682, -0.9182], [1.3527, -0.0980, -1.6936], [1.8689, -1.1881, -1.6094], [1.6540, 0.8084, -2.6711], [-0.0327, 0.3051, 2.5021], [1.1947, 1.2368, 1.5563], [-0.6101, 1.4747, 1.3965], [0.8861, -0.9668, 0.4954], [-1.3066, -1.8075, 1.0736], [-1.4550, -1.1989, -0.6113], [-2.8329, -0.3054, 1.5504], [-0.2991, 1.0748, -1.2304], [2.5487, 0.7010, -3.0028]],
  "forces_ev_per_angstrom": [[-0.78, -0.04, -0.75], [-0.64, -0.65, 0.47], [0.59, -0.09, -0.94], [-0.37, 0.67, 0.03], [0.05, -0.16, 1.04], [-0.33, -0.05, -0.90], [0.42, 0.45, 0.38], [-0.37, 0.46, 0.27], [0.37, -0.21, 0.03], [0.02, 0.25, 0.19], [0.42, 0.49, 0.11], [-0.11, -0.31, 0.01], [0.20, 0.01, 0.03], [-0.12, -0.46, 0.32], [0.24, -0.19, 0.01], [0.36, 0.41, -0.23], [0.05, -0.59, -0.05]],
  "mulliken_charge": [-1.4066, 0.3674, -0.6899, -0.5424, -0.2669, 0.5341, -0.5763, -0.4993, 0.3437, 0.4003, 0.3164, 0.3718, 0.4027, 0.3064, 0.3198, 0.2703, 0.3486],
  "lumo_energy_ha": 0.0247,
  "homo_lumo_gap_ev": 10.3,
  "charge": 0
}